Entry 1:
C42H50AsN6Ti | the ωB97M-V functional and the def2-TZVPD basis

Structure (XYZ):
```
100
Properties=species:S:1:pos:R:3:lowdin_charge:R:1
Ti 1.2935 0.4868 0.4594 1.016
C 3.1399 -3.3963 -1.2427 0.039
C 2.3569 -2.3592 -0.5163 -0.247
N 2.1034 -1.1884 -0.9802 0.014
C 2.6066 -0.8002 -2.2911 -0.169
C 2.1547 0.6251 -2.5352 -0.142
N 2.3854 1.4166 -1.3063 -0.112
C 3.8157 1.7319 -1.0282 -0.128
C 4.3802 0.8614 0.0948 -0.139
N 3.4017 0.7171 1.1987 -0.110
C 3.5209 1.7032 2.3168 -0.105
C 2.1642 1.8290 3.0774 -0.118
N 1.3343 0.7424 2.5663 -0.022
C 0.9682 -0.2133 3.3528 -0.218
C 0.8085 -0.0991 4.8261 0.031
C 0.9761 -1.5372 2.7184 -0.192
C 0.8660 -2.7379 3.3981 0.059
C 1.3131 -3.8990 2.7781 0.036
C 1.8346 -3.8304 1.4992 0.059
C 1.8477 -2.5983 0.8502 -0.202
N 1.4259 -1.4852 1.4500 0.011
H 4.0114 -2.9497 -1.7241 0.104
H 2.5444 -3.8545 -2.0386 0.123
H 3.4815 -4.1884 -0.5837 0.093
H 2.2290 -1.4526 -3.0799 0.134
H 3.6997 -0.8642 -2.3099 0.131
H 1.0810 0.6380 -2.7388 0.102
H 2.6785 1.0495 -3.3931 0.149
H 1.9092 2.3024 -1.4512 0.109
H 3.8969 2.7835 -0.7562 0.132
H 4.4244 1.5926 -1.9231 0.143
H 5.3219 1.2885 0.4450 0.146
H 4.6009 -0.1359 -0.2842 0.119
H 3.5602 -0.1973 1.6117 0.126
H 3.8298 2.6682 1.9216 0.128
H 4.3011 1.3846 3.0087 0.142
H 1.7030 2.7961 2.9032 0.115
H 2.3360 1.7310 4.1466 0.125
H 0.6762 0.9302 5.1480 0.104
H 1.6747 -0.5204 5.3449 0.128
H -0.0631 -0.6704 5.1494 0.112
H 0.4690 -2.7747 4.4034 0.139
H 1.2817 -4.8446 3.3022 0.143
H 2.2219 -4.7193 1.0243 0.135
C -1.8471 -5.4775 0.6091 -0.044
C -2.1894 -4.4891 1.5208 -0.049
C -1.8687 -3.1624 1.2665 -0.118
C -1.2158 -2.7975 0.0880 -0.338
C -0.8794 -3.8003 -0.8219 -0.101
C -1.1875 -5.1279 -0.5598 -0.051
As -0.9831 -0.8690 -0.2672 1.389
C -1.5046 -0.7950 -2.1557 -0.347
C -2.6199 -0.0926 -2.6028 -0.111
C -2.9432 -0.0924 -3.9519 -0.032
C -2.1590 -0.7811 -4.8662 -0.035
C -1.0276 -1.4571 -4.4315 -0.050
C -0.6974 -1.4508 -3.0858 -0.153
C -2.5823 -0.3426 0.7106 -0.412
C -3.8188 -0.8589 0.3343 -0.099
C -4.9558 -0.5143 1.0483 -0.031
C -4.8568 0.3150 2.1590 -0.039
C -3.6189 0.7950 2.5615 -0.055
C -2.4818 0.4704 1.8352 -0.132
H -2.1203 -6.5078 0.7961 0.123
H -2.7321 -4.7452 2.4225 0.121
H -2.1787 -2.4041 1.9734 0.101
H -0.4171 -3.5547 -1.7686 0.081
H -0.9415 -5.8878 -1.2907 0.120
H -3.2498 0.4585 -1.9187 0.098
H -3.8153 0.4505 -4.2909 0.126
H -2.4234 -0.7909 -5.9149 0.124
H -0.4035 -1.9886 -5.1383 0.118
H 0.1902 -1.9728 -2.7479 0.063
H -3.8944 -1.5429 -0.5018 0.122
H -5.9197 -0.8959 0.7393 0.124
H -5.7450 0.5802 2.7167 0.122
H -3.5406 1.4283 3.4358 0.116
H -1.5135 0.8663 2.1287 0.080
C -3.1979 4.0160 -2.1808 -0.066
N -2.2832 2.9020 -2.0572 -0.257
C -1.1609 2.9127 -2.9600 -0.070
C -2.0587 2.2956 -0.7742 -0.205
C -0.9614 2.9668 0.0453 -0.191
C -1.2032 4.2933 0.4053 -0.001
C -0.2052 5.1184 0.8940 -0.013
C 1.0869 4.6192 0.9662 -0.049
C 1.3134 3.2872 0.6661 -0.184
C 0.2984 2.3859 0.2784 -0.157
H -3.5617 4.0717 -3.2079 0.095
H -2.7368 4.9889 -1.9548 0.086
H -4.0545 3.8717 -1.5224 0.096
H -1.5147 3.0438 -3.9833 0.100
H -0.6406 1.9505 -2.9011 0.063
H -0.4424 3.7242 -2.7521 0.096
H -1.7480 1.2715 -0.9682 0.012
H -2.9989 2.2894 -0.2215 0.137
H -2.1977 4.6974 0.2690 0.123
H -0.4187 6.1431 1.1664 0.129
H 1.9135 5.2612 1.2442 0.126
H 2.3472 2.9631 0.7050 0.056
```

Its total energy is -137236.465 eV. The HOMO-LUMO gap is 4.867 eV. Its total charge is +3. For the HOMO energy, the calculation gives -14.7 eV.

***

Entry 2:
C42H50BrClF6NO5SSbSeW | the ωB97M-V functional and the def2-TZVPD basis

Structure (XYZ):
```
110
Properties=species:S:1:pos:R:3:mulliken_spin:R:1
W 1.7735 1.1678 -0.4167 0.019
C 0.0594 -4.7410 4.8811 0.000
C -0.4205 -3.2957 4.7455 0.000
C -1.9417 -3.3054 4.5355 0.000
C -0.0879 -2.5438 6.0405 0.000
C 0.2356 -2.5811 3.5630 0.000
C -0.0834 -1.2517 3.2991 0.002
C 0.4800 -0.6366 2.2045 -0.002
Se -0.0478 1.1297 1.7179 0.007
C -1.4890 0.5556 0.6230 -0.001
C -2.7517 0.3182 1.1146 0.001
C -3.6958 -0.2797 0.2779 0.002
C -3.2811 -0.6609 -0.9940 0.000
C -2.0004 -0.4403 -1.5186 0.001
C -1.1320 0.2466 -0.6813 0.000
O 0.0864 0.6822 -1.1253 -0.016
C -1.5996 -0.9300 -2.9140 0.000
C -2.6619 -1.8569 -3.5139 0.000
C -1.4190 0.2719 -3.8521 0.000
C -0.2901 -1.7277 -2.8393 0.000
C -5.1051 -0.5658 0.7997 0.000
C -6.0499 -1.0109 -0.3181 0.000
C -5.6848 0.6963 1.4502 0.000
C -5.0180 -1.6851 1.8482 0.000
C 1.3711 -1.2781 1.3648 0.000
O 1.8502 -0.5765 0.2883 -0.005
C 1.7461 -2.5925 1.6053 0.000
C 1.1404 -3.2036 2.7101 0.000
C 2.7990 -3.3209 0.7617 0.000
C 2.8975 -4.8039 1.1315 0.000
C 4.1634 -2.6748 1.0397 0.000
C 2.4591 -3.2451 -0.7341 0.000
H -0.4361 -5.2055 5.7348 0.000
H 1.1365 -4.7972 5.0552 0.000
H -0.1815 -5.3359 3.9968 0.000
H -2.4278 -3.8581 5.3422 0.000
H -2.2032 -3.7832 3.5883 0.000
H -2.3536 -2.2929 4.5310 0.000
H -0.5401 -3.0532 6.8941 0.000
H -0.4678 -1.5201 6.0256 0.000
H 0.9912 -2.5006 6.2017 0.000
H -0.7755 -0.7070 3.9297 0.000
H -2.9897 0.5637 2.1426 0.000
H -3.9927 -1.1703 -1.6230 0.000
H -3.5907 -1.3303 -3.7462 0.000
H -2.8915 -2.6954 -2.8530 0.000
H -2.2791 -2.2640 -4.4507 0.000
H -2.2562 0.9703 -3.7729 0.000
H -1.3498 -0.0646 -4.8886 0.000
H -0.4998 0.8088 -3.6230 0.000
H -0.4138 -2.6230 -2.2247 0.000
H 0.5332 -1.1441 -2.4334 0.000
H -0.0054 -2.0443 -3.8449 0.000
H -6.0883 -0.2805 -1.1299 0.000
H -7.0588 -1.1164 0.0833 0.000
H -5.7651 -1.9789 -0.7356 0.000
H -5.7096 1.5276 0.7416 0.000
H -5.1129 1.0099 2.3254 0.000
H -6.7069 0.5037 1.7814 0.000
H -4.5991 -2.5951 1.4128 0.000
H -6.0125 -1.9174 2.2352 0.000
H -4.3877 -1.3922 2.6920 0.000
H 1.4056 -4.2268 2.9160 0.000
H 3.2432 -4.9532 2.1560 0.000
H 3.6216 -5.2834 0.4715 0.000
H 1.9426 -5.3196 1.0058 0.000
H 4.4896 -2.8907 2.0589 0.000
H 4.1243 -1.5929 0.9337 0.000
H 4.9149 -3.0661 0.3500 0.000
H 1.4705 -3.6681 -0.9290 0.000
H 3.1898 -3.8284 -1.2976 0.000
H 2.4754 -2.2283 -1.1213 0.000
O 2.8739 3.0305 -5.8914 0.000
S 3.0647 1.3586 -5.8591 0.001
O 1.8687 0.7876 -6.4441 0.000
N 2.9519 1.1177 -4.2114 0.002
C 2.1113 1.8234 -3.5634 0.011
O 1.9741 1.5503 -2.2599 0.026
C 1.3223 2.9328 -4.0792 0.001
C 0.1652 3.4220 -3.4672 0.065
C -0.4872 4.5175 -3.9907 0.021
C 0.0257 5.1442 -5.1313 0.002
C 1.1510 4.6540 -5.7661 0.002
C 1.7796 3.5292 -5.2500 0.001
H -0.2313 2.9071 -2.6013 -0.073
H -1.3983 4.8807 -3.5329 0.001
H -0.4796 6.0079 -5.5453 0.000
H 1.5418 5.1066 -6.6677 0.000
Br 0.8332 7.9141 -0.7092 0.159
C 1.0912 6.1223 -0.5670 0.233
C 2.2176 5.5273 -1.1755 0.049
C 2.3685 4.1855 -1.0759 0.106
C 1.4420 3.3517 -0.3339 0.215
C 0.3046 4.0022 0.2383 0.012
C 0.1237 5.3417 0.1382 0.119
H 2.9287 6.1319 -1.7210 0.001
H 3.2222 3.7345 -1.5522 -0.012
H -0.4354 3.4403 0.7815 0.008
H -0.7300 5.8265 0.5915 -0.001
F 2.6696 1.4834 1.4584 0.001
Sb 3.2988 2.8750 2.9579 -0.001
F 1.5015 3.3892 2.8736 0.001
F 3.5957 4.1809 1.6619 0.005
F 3.7346 3.9974 4.3671 0.000
F 4.9712 2.1666 2.6905 0.000
F 2.7996 1.4339 4.0092 0.000
Cl 4.7671 2.2285 -0.2892 0.022
C 3.9153 0.7679 -0.8586 0.019
H 4.3028 -0.0910 -0.3293 -0.001
H 4.0984 0.7032 -1.9214 -0.002
```

Its total energy is -239503.921 eV. Its spin multiplicity is 2. The HOMO-LUMO gap (spin up / spin down) is 6.388 / 3.821 eV. Its total charge is +1. For the HOMO energy (spin up / spin down), the calculation gives -11.1 / -11.1 eV. As for the expectation value of S²: 0.77.

***

Entry 3:
C42H50ClN8O3P | the ωB97M-V functional and the def2-TZVPD basis

Structure (XYZ):
```
105
Properties=species:S:1:pos:R:3:lowdin_charge:R:1
C -0.6801 1.7821 4.1993 -0.061
C -0.7272 2.5793 2.8898 -0.366
C 0.6083 2.4313 2.1683 -0.059
C -1.2505 4.0046 3.2166 -0.302
C -0.6009 5.2127 2.5338 -0.039
C -2.7541 3.9848 3.0327 -0.249
O -3.0973 3.8912 1.6304 -0.428
P -4.6220 3.5038 1.1950 0.640
Cl -4.4500 1.4713 0.7214 0.174
C -5.5205 3.3922 2.8290 -0.448
O -6.8299 2.9057 2.5854 -0.216
N -7.5301 2.9165 3.8518 -0.010
O -7.5559 1.8609 4.3314 0.096
H -0.0170 2.2773 4.9064 0.073
H -1.6738 1.8011 4.6415 0.048
H -0.3829 0.7570 4.0040 0.079
H -1.4907 2.0853 2.2919 0.114
H 0.5961 1.4814 1.6373 0.062
H 1.3991 2.3154 2.9033 0.058
H 0.8409 3.1780 1.4177 0.064
H -1.1376 4.1423 4.2913 0.123
H 0.2142 4.9823 1.8587 0.059
H -1.3317 5.8052 1.9909 0.075
H -0.1965 5.8811 3.2889 0.063
H -3.0713 3.0754 3.5258 0.081
H -3.2234 4.8598 3.4753 0.127
H -5.0115 2.7215 3.5182 0.060
H -5.5088 4.4005 3.2477 0.089
C 2.2872 -1.3493 -2.4990 -0.076
C 1.0115 -1.2096 -1.9767 -0.065
C 0.8814 -0.9461 -0.6224 -0.170
N 1.9144 -0.8232 0.2109 0.043
C 3.1331 -0.9594 -0.3106 -0.155
C 3.3733 -1.2199 -1.6508 -0.063
H 2.4384 -1.5576 -3.5509 0.072
H 0.1354 -1.3050 -2.6037 0.103
H -0.0992 -0.8290 -0.1720 0.105
H 3.9543 -0.8562 0.3905 0.105
H 4.3843 -1.3219 -2.0203 0.101
C 4.7291 -1.7978 -8.3227 -0.071
C 5.7418 -1.9585 -7.3903 -0.069
C 5.4064 -1.9491 -6.0451 -0.148
N 4.1627 -1.7875 -5.5966 0.053
C 3.2041 -1.6291 -6.5072 -0.176
C 3.4293 -1.6305 -7.8737 -0.068
H 4.9487 -1.8039 -9.3826 0.107
H 6.7699 -2.0920 -7.6973 0.101
H 6.1664 -2.0783 -5.2824 0.104
H 2.2021 -1.4981 -6.1098 0.104
H 2.6069 -1.5023 -8.5672 0.086
C -2.2433 -2.7588 -9.3450 -0.077
C -1.9973 -1.4678 -8.9077 -0.071
C -0.7809 -0.8851 -9.2276 -0.157
N 0.1701 -1.4971 -9.9317 0.046
C -0.0836 -2.7387 -10.3432 -0.160
C -1.2670 -3.4107 -10.0802 -0.075
H -3.1805 -3.2493 -9.1162 0.107
H -2.7311 -0.9231 -8.3300 0.102
H -0.5478 0.1242 -8.9060 0.103
H 0.7089 -3.2138 -10.9117 0.102
H -1.4177 -4.4187 -10.4413 0.102
C -4.3712 2.0490 8.8607 -0.076
C -4.8826 1.2192 7.8774 -0.066
C -4.4967 1.4392 6.5648 -0.148
N -3.6608 2.4076 6.1883 0.055
C -3.1846 3.1986 7.1494 -0.148
C -3.5019 3.0618 8.4909 -0.069
H -4.6465 1.9097 9.8981 0.107
H -5.5660 0.4175 8.1200 0.104
H -4.8722 0.8088 5.7654 0.105
H -2.5120 3.9831 6.8170 0.103
H -3.0799 3.7338 9.2253 0.102
C 0.5041 -4.4630 3.7621 -0.085
C 0.8316 -5.7834 3.4984 -0.081
C 1.3985 -6.0878 2.2705 -0.164
N 1.6451 -5.1833 1.3245 0.053
C 1.3221 -3.9183 1.5951 -0.147
C 0.7544 -3.5077 2.7914 -0.066
H 0.0609 -4.1834 4.7096 0.103
H 0.6524 -6.5615 4.2278 0.098
H 1.6724 -7.1082 2.0243 0.100
H 1.5307 -3.2034 0.8114 0.075
H 0.5174 -2.4649 2.9533 0.098
C 1.7764 -4.4774 -5.0656 -0.080
C 1.1803 -5.2285 -4.0657 -0.065
C 0.2675 -6.2052 -4.4357 -0.156
N -0.0719 -6.4619 -5.6982 0.050
C 0.5120 -5.7297 -6.6448 -0.161
C 1.4388 -4.7321 -6.3851 -0.071
H 2.4965 -3.7062 -4.8200 0.075
H 1.4157 -5.0621 -3.0229 0.102
H -0.2218 -6.8182 -3.6867 0.102
H 0.2161 -5.9602 -7.6631 0.097
H 1.8845 -4.1696 -7.1951 0.088
C 2.3600 5.9867 5.8598 -0.082
C 2.4423 4.9633 6.7904 -0.077
C 2.7259 3.6835 6.3376 -0.158
N 2.9209 3.3793 5.0562 0.062
C 2.8367 4.3743 4.1761 -0.161
C 2.5617 5.6886 4.5223 -0.079
H 2.1418 7.0001 6.1722 0.104
H 2.2911 5.1512 7.8446 0.099
H 2.8022 2.8534 7.0317 0.103
H 2.9964 4.0946 3.1408 0.102
H 2.5057 6.4560 3.7623 0.103
```

Its total energy is -84235.787 eV. The HOMO-LUMO gap is 8.716 eV. For the HOMO energy, the calculation gives -9.0 eV.